A structure of composition C27H38N6O2PV. Source: OMol25; level of theory: ωB97M-V/def2-TZVPD.

Properties
DFT total energy in eV: -76604.9657
F_max in Eh/bohr: 0.0135
<S²>: 0.78
HOMO-LUMO gap (alpha / beta) in eV: 6.35 / 7.19
Total charge: +3
2S+1: 2

CARTESIAN COORDINATES (ANGSTROEM)
V (0.05, -0.48, -0.55)
P (-0.60, 1.82, 0.65)
O (0.69, -1.07, 1.02)
O (1.49, 0.43, -1.09)
N (0.70, 3.98, 1.75)
N (-1.01, -0.16, -2.48)
N (-1.79, -1.33, 0.21)
N (-0.97, 2.93, 3.18)
N (0.79, -2.14, -1.43)
N (-1.65, 4.27, 1.27)
C (0.27, -4.55, 3.19)
C (-0.99, 1.61, 2.46)
C (2.77, 0.02, -1.14)
C (1.49, -3.87, 3.17)
C (1.64, -2.69, 2.45)
C (-0.93, -2.67, -3.13)
C (0.57, -2.21, 1.73)
C (-0.44, 1.10, -3.05)
C (-0.33, 4.90, 1.24)
C (5.11, 0.54, -1.12)
C (3.79, 0.96, -1.07)
C (-0.80, -4.05, 2.49)
C (0.93, 2.85, 0.86)
C (-0.68, -1.22, -3.50)
C (-2.49, 0.10, -2.44)
C (-1.81, -2.30, 1.08)
C (-3.37, -0.85, -1.66)
C (0.41, 3.60, 3.08)
C (-1.80, 3.20, 0.29)
C (5.44, -0.81, -1.25)
C (-2.01, 3.91, 2.59)
C (3.08, -1.35, -1.29)
C (2.07, -2.33, -1.54)
C (4.43, -1.74, -1.36)
C (-3.11, -0.80, -0.17)
C (-0.67, -2.87, 1.73)
C (-0.13, -3.18, -1.92)
H (-3.16, 0.24, 0.17)
H (-0.64, -3.25, -4.01)
H (-4.40, -0.52, -1.82)
H (0.17, -5.46, 3.76)
H (6.47, -1.12, -1.30)
H (0.37, 4.47, 3.74)
H (-2.98, 3.41, 2.63)
H (5.90, 1.28, -1.06)
H (-0.26, 0.95, 2.91)
H (0.45, -4.06, -2.19)
H (-2.77, -2.71, 1.37)
H (-2.01, 4.78, 3.25)
H (2.33, -4.26, 3.73)
H (-1.98, 1.17, 2.58)
H (-0.78, -3.47, -1.10)
H (-3.89, -1.35, 0.37)
H (-1.76, -4.56, 2.52)
H (-0.57, 1.92, -2.35)
H (4.67, -2.79, -1.50)
H (2.58, -2.15, 2.44)
H (3.54, 2.01, -1.00)
H (-1.99, -2.88, -3.00)
H (-1.62, 3.59, -0.71)
H (-3.32, -1.88, -2.02)
H (-2.83, 0.16, -3.48)
H (0.62, 0.98, -3.26)
H (-2.61, 1.10, -2.02)
H (-0.96, 1.35, -3.98)
H (-2.82, 2.82, 0.31)
H (-0.34, 5.79, 1.86)
H (0.38, -1.10, -3.73)
H (2.41, -3.30, -1.90)
H (1.14, 2.89, 3.47)
H (-1.23, -0.98, -4.41)
H (-1.19, 2.77, 4.16)
H (-0.08, 5.19, 0.22)
H (1.24, 3.21, -0.12)
H (1.74, 2.22, 1.24)

A structure of composition C27H39As2BF6N6RbS7. Source: OMol25; level of theory: ωB97M-V/def2-TZVPD.

Properties
DFT total energy in eV: -252743.9412
F_max in Eh/bohr: 0.0368
<S²>: 0.78
HOMO-LUMO gap (alpha / beta) in eV: 5.13 / 5.37
Total charge: -2
2S+1: 2

CARTESIAN COORDINATES (ANGSTROEM)
Rb (1.63, 1.33, -4.90)
As (4.77, 1.43, -5.43)
As (-1.93, 0.94, -5.76)
S (-4.01, 0.79, -6.05)
S (2.84, 0.21, -0.91)
S (-0.42, 3.31, -0.54)
S (-0.84, -0.72, -2.55)
S (-0.70, 0.43, -7.40)
S (-1.25, 2.51, -4.52)
S (-1.58, -1.10, -4.40)
F (5.81, 2.63, -4.73)
F (3.61, 2.68, -5.81)
F (5.91, 0.18, -5.05)
F (5.51, 1.67, -6.98)
F (3.69, 0.24, -6.11)
F (3.98, 1.21, -3.90)
N (1.39, 0.74, 1.84)
N (0.57, 1.32, 0.93)
N (-2.18, 1.00, 0.74)
N (-1.48, 0.36, -0.24)
N (0.63, -1.01, -0.12)
N (-0.22, -2.05, 0.07)
C (-3.86, 1.20, 3.05)
C (2.05, 2.91, 2.52)
C (-0.81, -4.38, -0.02)
C (-2.05, -0.13, -1.41)
C (2.12, 1.48, 2.59)
C (0.20, -3.25, -0.15)
C (1.25, 3.50, 1.61)
C (3.04, -0.73, 3.35)
C (-3.47, 1.12, 0.59)
C (2.40, -2.47, -0.74)
C (-4.14, 0.57, -0.51)
C (-5.67, 1.96, 1.51)
C (3.80, -2.68, -1.21)
C (1.55, -3.50, -0.55)
C (-2.19, -3.83, 0.35)
C (1.17, 4.99, 1.48)
C (3.11, 0.79, 3.53)
C (-0.34, -5.35, 1.07)
C (0.47, 2.68, 0.71)
C (-3.44, -0.08, -1.52)
C (1.92, -1.12, -0.55)
C (-3.59, 3.32, 1.74)
C (-0.91, -5.11, -1.36)
C (-4.16, 1.89, 1.71)
C (-4.22, -0.65, -2.67)
C (4.52, 1.27, 3.17)
C (2.78, 1.15, 4.98)
B (-0.06, 0.30, 0.07)
H (-2.90, -4.66, 0.43)
H (-2.78, 1.13, 3.21)
H (1.88, -4.52, -0.73)
H (-3.92, -1.67, -2.89)
H (-2.50, 3.29, 1.86)
H (-4.02, 3.88, 2.58)
H (4.65, 2.34, 3.35)
H (-5.93, 2.47, 0.59)
H (-4.09, -0.08, -3.59)
H (3.26, -1.00, 2.32)
H (2.83, 2.23, 5.14)
H (0.14, 5.33, 1.58)
H (-1.05, -6.17, 1.18)
H (-1.19, -4.41, -2.16)
H (3.94, -2.20, -2.18)
H (-5.21, 0.66, -0.60)
H (1.77, 0.82, 5.24)
H (-6.12, 2.51, 2.34)
H (2.05, -1.11, 3.58)
H (-5.28, -0.64, -2.40)
H (1.79, 5.47, 2.23)
H (-3.80, 3.84, 0.81)
H (3.77, -1.20, 4.01)
H (1.49, 5.29, 0.48)
H (-2.55, -3.13, -0.41)
H (5.26, 0.74, 3.78)
H (0.64, -5.78, 0.83)
H (0.03, -5.58, -1.64)
H (3.49, 0.68, 5.66)
H (2.67, 3.52, 3.17)
H (4.74, 1.07, 2.12)
H (-2.16, -3.29, 1.30)
H (-4.27, 0.18, 3.05)
H (-4.31, 1.76, 3.87)
H (-6.12, 0.96, 1.49)
H (4.02, -3.75, -1.30)
H (-1.67, -5.89, -1.31)
H (-0.26, -4.84, 2.03)
H (4.52, -2.21, -0.54)

A structure of composition C27H39NO4RhSTe. Source: OMol25; level of theory: ωB97M-V/def2-TZVPD.

Properties
DFT total energy in eV: -59440.6649
F_max in Eh/bohr: 0.0165
HOMO-LUMO gap in eV: 8.66
Total charge: +1
2S+1: 1

CARTESIAN COORDINATES (ANGSTROEM)
Te (-0.18, -0.43, -0.44)
Rh (1.83, 1.38, 1.61)
S (0.07, 4.13, 1.08)
O (0.51, -0.21, 4.00)
O (1.02, 1.03, -2.42)
O (3.22, -0.27, 2.09)
O (2.41, 1.83, 3.62)
N (1.42, 0.77, -0.27)
C (0.89, 2.85, 1.34)
C (3.65, 1.17, 3.92)
C (-2.68, -2.13, -1.42)
C (3.17, -1.58, 1.54)
C (-0.22, -1.78, -2.09)
C (-1.46, -2.41, -2.26)
C (-2.17, 1.37, -2.11)
C (-1.74, 0.82, -3.44)
C (0.93, 0.53, 5.13)
C (-1.58, -3.37, -3.27)
C (-3.78, 2.84, -1.00)
C (0.91, -2.20, -2.80)
C (3.63, -0.27, 3.46)
C (-3.36, 2.35, 0.23)
C (2.30, -1.70, -2.52)
C (-0.50, -3.74, -4.05)
C (-4.87, 3.87, -1.08)
C (-0.64, -4.76, -5.14)
C (1.66, 1.40, -1.44)
C (1.43, 1.88, 4.67)
C (-2.35, 1.41, 0.34)
C (-1.73, 0.95, -0.84)
C (-3.19, 2.33, -2.14)
C (0.74, -3.16, -3.78)
C (2.66, 2.51, -1.51)
C (-2.01, 0.90, 1.72)
C (-0.07, -1.45, 4.36)
H (2.54, -1.77, -1.46)
H (1.61, -3.49, -4.34)
H (3.03, -2.30, -3.05)
H (2.42, -0.66, -2.82)
H (4.64, -0.69, 3.54)
H (-3.37, -2.98, -1.48)
H (-4.53, 4.81, -0.63)
H (-1.95, 1.55, -4.22)
H (3.12, 2.53, -2.50)
H (2.14, 3.46, -1.35)
H (-2.54, -3.85, -3.42)
H (1.70, -0.01, 5.69)
H (4.41, 1.73, 3.38)
H (-0.42, -4.32, -6.11)
H (-2.31, -0.08, -3.67)
H (-2.37, -0.13, 1.86)
H (-2.49, 1.52, 2.47)
H (-0.93, 0.90, 1.94)
H (4.16, -2.04, 1.56)
H (2.46, -2.20, 2.10)
H (-1.64, -5.17, -5.18)
H (3.86, 1.23, 4.99)
H (0.06, -5.59, -5.00)
H (0.61, 2.47, 4.26)
H (0.64, -2.08, 4.91)
H (-2.44, -2.00, -0.36)
H (2.83, -1.47, 0.51)
H (-0.69, 0.57, -3.48)
H (-0.96, -1.30, 4.98)
H (0.09, 0.70, 5.82)
H (-3.83, 2.71, 1.14)
H (3.42, 2.42, -0.73)
H (-5.75, 3.55, -0.53)
H (2.94, -0.88, 4.04)
H (1.86, 2.41, 5.52)
H (-0.36, -1.95, 3.44)
H (-5.15, 4.07, -2.11)
H (-3.53, 2.67, -3.11)
H (-3.22, -1.24, -1.74)